Computed, not measured: a molecular structure, C22H17F5N4O13TeV at a distorted geometry, with the ωB97M-V functional and the def2-TZVPD basis.

XYZ file:
```
63
Properties=species:S:1:pos:R:3:mulliken_spin:R:1
V 0.65 -0.49 -0.31 1.034
O -0.12 0.96 3.37 -0.001
C 0.55 0.39 2.53 0.008
O 0.48 0.66 1.25 0.001
C 1.54 -0.68 2.89 -0.004
C 1.61 -1.06 4.22 0.003
C 2.54 -1.99 4.63 -0.002
C 3.43 -2.56 3.74 0.003
C 3.37 -2.16 2.43 -0.023
C 2.42 -1.23 1.92 0.037
O 2.41 -0.93 0.65 -0.009
N 4.34 -2.76 1.52 0.002
O 4.57 -3.95 1.66 0.004
O 4.93 -2.03 0.75 0.005
N 2.60 -2.38 6.03 0.000
O 3.46 -3.17 6.37 0.000
O 1.77 -1.91 6.80 0.000
H 0.93 -0.60 4.92 0.000
H 4.15 -3.30 4.05 0.000
O 2.07 1.05 -0.90 -0.026
C 2.04 1.71 -2.17 0.000
C 1.30 3.03 -1.95 0.005
C -0.03 2.77 -1.23 -0.006
C -0.83 1.78 -2.01 0.009
C -1.72 2.17 -3.00 0.000
C -2.36 1.22 -3.77 0.000
C -2.07 -0.12 -3.55 -0.002
C -1.15 -0.45 -2.57 0.007
N -0.55 0.48 -1.81 -0.027
H 2.84 0.43 -0.87 -0.014
H 1.56 1.05 -2.90 -0.003
H 3.06 1.89 -2.52 0.002
H 1.16 3.55 -2.90 0.000
H 1.91 3.67 -1.31 0.000
H -0.60 3.68 -1.03 0.000
H 0.21 2.34 -0.26 0.006
H -1.91 3.23 -3.15 0.000
H -3.06 1.51 -4.53 0.000
H -2.54 -0.90 -4.12 0.000
H -0.87 -1.47 -2.39 0.006
F 4.60 -3.37 -2.33 0.106
Te 2.91 -2.73 -1.72 0.417
F 3.78 -0.93 -1.75 0.118
F 2.04 -3.44 -0.06 0.178
F 2.22 -4.41 -2.30 0.050
F 2.53 -2.33 -3.52 0.021
O 1.25 -1.44 -1.61 0.078
O -2.77 -2.44 -0.41 0.020
C -2.30 -1.38 -0.06 -0.007
O -1.02 -1.18 0.14 -0.004
C -3.17 -0.16 0.11 0.002
C -2.74 0.94 0.84 0.001
C -3.55 2.06 0.93 0.000
C -4.77 2.05 0.28 0.000
C -5.22 0.96 -0.45 0.000
C -4.41 -0.16 -0.51 0.000
N -5.62 3.25 0.34 0.000
O -5.19 4.23 0.91 0.000
O -6.72 3.20 -0.19 0.000
H -1.78 0.93 1.34 0.002
H -3.25 2.93 1.50 0.000
H -6.18 1.00 -0.94 0.000
H -4.71 -1.04 -1.06 0.000
```

Properties
Total charge = -1
Electronic energy = -3757.0574 Ha
Largest force on an atom = 1.8 eV/A
Orbital gap (alpha / beta) = 7.459 / 6.848 eV
Spin multiplicity = 3

Computed, not measured: a molecular structure, C22H17IrN5O8, with the ωB97M-V functional and the def2-TZVPD basis.

XYZ file:
```
53
Properties=species:S:1:pos:R:3:mulliken_spin:R:1
Ir -0.32 0.44 -0.13 0.717
O 3.91 -0.77 -1.15 0.003
C 2.67 -0.65 -0.74 0.005
O 2.26 0.17 0.05 0.071
C 1.75 -1.64 -1.32 0.002
C 2.13 -2.71 -2.10 0.001
C 1.16 -3.60 -2.55 0.001
C -0.16 -3.39 -2.21 0.002
C -0.47 -2.28 -1.43 -0.013
N 0.46 -1.45 -0.99 0.088
C -1.86 -1.92 -1.01 0.023
O -2.83 -2.56 -1.26 0.014
O -1.85 -0.82 -0.25 0.012
H 4.49 -0.11 -0.73 -0.002
H 3.18 -2.85 -2.35 0.002
H 1.43 -4.44 -3.17 0.000
H -0.96 -4.04 -2.53 0.000
N 0.69 2.13 0.66 0.060
C 0.52 2.13 2.12 -0.006
C 0.90 3.19 2.90 0.001
C 0.79 3.10 4.30 -0.001
C 0.34 1.95 4.89 0.001
C -0.05 0.85 4.10 -0.002
C -0.48 -0.39 4.63 0.004
C -0.81 -1.42 3.79 -0.001
C -0.77 -1.21 2.40 0.000
N -0.40 -0.05 1.88 -0.006
C 0.00 0.97 2.70 0.006
H 1.67 2.00 0.40 0.007
H 0.34 3.00 0.25 0.003
H 1.30 4.09 2.44 0.001
H 1.09 3.95 4.90 0.000
H 0.29 1.87 5.97 0.000
H -0.53 -0.52 5.71 0.000
H -1.12 -2.38 4.16 0.000
H -1.07 -1.98 1.72 0.000
C -3.51 1.85 1.28 0.002
C -2.98 2.11 -0.08 -0.002
N -1.80 1.73 -0.56 -0.002
C -1.71 2.16 -1.88 -0.007
C -2.84 2.85 -2.18 0.001
N -3.60 2.81 -1.04 0.007
C -3.39 3.56 -3.39 0.001
O -2.67 3.54 -4.48 0.000
O -4.47 4.07 -3.26 0.000
C -0.54 1.75 -2.67 0.000
O -0.36 2.08 -3.81 0.001
O 0.29 1.02 -1.94 0.007
H -3.12 0.91 1.65 0.001
H -4.60 1.81 1.26 0.000
H -3.21 2.66 1.96 0.001
H -4.52 3.24 -1.00 0.000
H -1.84 3.03 -4.39 0.000
```

Properties
Total charge = +2
Electronic energy = -1828.1906 Ha
Largest force on an atom = 0.8 eV/A
Orbital gap (alpha / beta) = 8.441 / 6.743 eV
Spin multiplicity = 2

Computed, not measured: a molecular structure, C22H17N4RuSe2 at a distorted geometry, with the ωB97M-V functional and the def2-TZVPD basis.

XYZ file:
```
46
Properties=species:S:1:pos:R:3:mulliken_spin:R:1
Ru -0.88 0.85 0.51 1.080
C -1.81 0.83 -3.85 -0.003
C -2.00 0.93 -2.50 0.002
N -1.01 0.78 -1.59 -0.011
C 0.27 0.52 -2.00 0.020
C 0.53 0.41 -3.38 0.000
C -0.52 0.57 -4.30 0.004
C 1.82 0.15 -3.86 -0.003
C 2.87 -0.01 -2.96 0.002
C 2.64 0.09 -1.59 -0.014
C 3.71 -0.07 -0.70 0.029
C 3.51 0.03 0.67 -0.006
C 2.23 0.29 1.10 0.029
N 1.18 0.45 0.27 -0.014
C 1.34 0.36 -1.08 -0.031
H -2.63 0.96 -4.55 0.000
H -2.98 1.13 -2.08 0.002
H -0.34 0.49 -5.37 0.000
H 2.01 0.06 -4.92 0.000
H 3.86 -0.22 -3.35 0.000
H 4.71 -0.28 -1.07 0.000
H 4.32 -0.09 1.37 0.000
H 2.00 0.38 2.16 -0.003
Se -0.20 -2.19 2.72 -0.001
Se -2.04 -1.00 3.64 0.004
C -1.00 0.61 3.76 -0.009
C -0.64 1.11 5.02 0.001
C 0.12 2.28 5.10 0.002
C 0.50 2.94 3.93 -0.005
C 0.12 2.41 2.69 0.006
N -0.62 1.26 2.64 -0.001
C -1.10 -2.36 1.03 0.023
C -1.53 -3.62 0.60 -0.005
C -2.18 -3.73 -0.64 0.017
C -2.39 -2.59 -1.42 -0.012
C -1.94 -1.36 -0.95 0.025
N -1.31 -1.27 0.25 -0.057
H -0.94 0.59 5.92 0.000
H 0.40 2.68 6.06 0.000
H 1.08 3.85 3.98 0.000
H 0.41 2.90 1.77 0.001
H -1.37 -4.50 1.21 0.000
H -2.52 -4.70 -0.98 0.000
H -2.89 -2.67 -2.37 -0.001
H -2.09 -0.46 -1.55 0.000
H -2.67 1.20 0.67 -0.069
```

Properties
Total charge = +2
Electronic energy = -5964.7261 Ha
Largest force on an atom = 4.6 eV/A
Orbital gap (alpha / beta) = 6.880 / 6.423 eV
Spin multiplicity = 2

Computed, not measured: a molecular structure, C22H17O5PZn at a distorted geometry, with the ωB97M-V functional and the def2-TZVPD basis.

XYZ file:
```
46
Properties=species:S:1:pos:R:3:nbo_charge:R:1
Zn -3.42 -0.33 -1.48 1.464
O -3.14 -3.36 -0.13 -0.287
C -3.29 -2.33 -0.61 0.397
C -3.26 1.72 -2.23 0.413
O -2.88 2.77 -2.48 -0.294
C -4.33 0.44 0.42 0.413
O -4.51 0.88 1.48 -0.298
C -2.51 -1.13 -3.37 0.414
O -1.82 -1.48 -4.20 -0.294
H -7.16 -1.13 -2.92 -0.001
H -7.14 -0.43 -3.19 0.004
O -0.96 0.91 -0.88 -1.185
P 0.22 0.40 -0.08 1.904
C -0.28 0.25 1.70 -0.325
C 0.42 0.91 2.73 -0.187
C 0.17 0.62 4.07 -0.189
C -1.00 -0.06 4.41 -0.165
C -1.87 -0.48 3.39 -0.211
C -1.49 -0.37 2.05 -0.238
C 1.03 -0.97 -0.99 -0.337
C 2.38 -0.88 -1.39 -0.178
C 3.02 -1.90 -2.09 -0.191
C 2.26 -2.93 -2.63 -0.158
C 0.88 -2.97 -2.39 -0.210
C 0.27 -2.01 -1.58 -0.232
C 1.63 1.47 0.19 -0.503
C 1.72 2.82 -0.12 -0.116
C 2.95 3.46 0.12 -0.221
C 4.06 2.76 0.62 -0.166
C 3.92 1.42 1.01 -0.217
C 2.68 0.81 0.89 -0.194
H 1.18 1.67 2.52 0.247
H 0.90 0.93 4.83 0.247
H -1.24 -0.21 5.46 0.245
H -2.82 -0.93 3.68 0.225
H -2.15 -0.75 1.26 0.137
H 2.98 -0.01 -1.15 0.247
H 4.09 -1.82 -2.25 0.244
H 2.76 -3.71 -3.22 0.245
H 0.30 -3.78 -2.85 0.228
H -0.81 -2.07 -1.40 0.144
H 0.86 3.37 -0.52 0.224
H 3.04 4.53 -0.08 0.238
H 5.03 3.24 0.73 0.243
H 4.76 0.85 1.41 0.242
H 2.54 -0.20 1.28 0.232
```

Properties
Total charge = +2
Electronic energy = -3344.7423 Ha
Largest force on an atom = 5.2 eV/A
Orbital gap = 5.222 eV

Computed, not measured: a molecular structure, C22H18Br4ClN4O7STi at a distorted geometry, with the ωB97M-V functional and the def2-TZVPD basis.

XYZ file:
```
58
Properties=species:S:1:pos:R:3:mulliken_spin:R:1
Ti 0.16 -0.11 -0.11 1.019
N 3.32 2.24 -1.38 0.052
C 4.14 1.12 -1.21 0.006
C 5.50 0.94 -1.39 0.010
C 6.01 -0.33 -1.14 0.026
C 5.18 -1.37 -0.73 -0.009
C 3.81 -1.18 -0.56 0.038
C 3.29 0.08 -0.80 -0.036
N 1.99 0.55 -0.72 0.036
C 2.03 1.87 -1.06 0.183
C 0.89 2.67 -1.07 0.042
C 0.69 4.03 -1.40 0.485
S -0.98 4.43 -1.15 0.095
C -1.29 2.81 -0.62 -0.021
N -0.28 2.03 -0.63 -0.004
H 3.61 3.17 -1.60 -0.003
H 6.14 1.76 -1.70 -0.002
H 7.07 -0.51 -1.26 0.005
H 5.60 -2.35 -0.55 0.001
H 3.15 -1.97 -0.24 0.004
H 1.38 4.74 -1.83 0.026
H -2.28 2.50 -0.31 -0.010
O 0.38 0.06 3.72 -0.001
Cl 1.17 0.34 2.56 -0.002
O 2.50 0.74 2.90 0.001
O 1.21 -0.85 1.68 0.007
O 0.50 1.36 1.73 0.009
Br -2.70 -3.31 -5.55 0.000
C -1.80 -2.97 -3.92 0.008
C -1.49 -4.01 -3.05 0.001
Br -1.97 -5.79 -3.46 0.000
C -0.81 -3.73 -1.84 0.003
Br -0.38 -5.07 -0.58 0.000
C -0.43 -2.44 -1.51 0.004
O 0.21 -2.07 -0.43 0.005
C -0.80 -1.38 -2.38 0.007
O -0.48 -0.18 -1.94 -0.005
C -1.45 -1.65 -3.57 -0.004
Br -1.88 -0.16 -4.65 0.000
O -1.50 -0.31 0.74 -0.067
C -2.63 -0.51 1.19 0.044
C -3.61 -1.34 0.41 0.015
C -4.96 -0.65 0.16 0.005
C -5.92 -0.69 1.35 0.001
C -5.45 0.11 2.56 0.004
C -4.14 -0.38 3.15 -0.002
N -2.96 0.02 2.37 0.027
H -3.76 -2.28 0.93 0.004
H -3.12 -1.57 -0.54 -0.003
H -5.43 -1.15 -0.69 0.001
H -4.79 0.38 -0.15 -0.001
H -6.05 -1.74 1.66 0.000
H -6.90 -0.33 1.04 0.000
H -6.22 0.07 3.34 -0.001
H -5.33 1.17 2.29 0.000
H -4.17 -1.47 3.27 0.001
H -4.00 0.04 4.14 0.000
H -2.17 0.40 2.87 -0.003
```

Properties
Total charge = -1
Electronic energy = -13598.7789 Ha
Largest force on an atom = 2.1 eV/A
Orbital gap (alpha / beta) = 4.421 / 6.939 eV
Spin multiplicity = 3

Question: Which of these has the highest electronic energy?
Answer: C22H17IrN5O8

Question: What is the largest force on an atom in the first record?
Answer: 1.8 eV/A